The following is a DFT calculation (ωB97M-V/def2-TZVPD) of 5 unconnected molecules or ions with the total composition C21H32F13NO9S3.

Output
Kohn-Sham gap in eV: 9.8
Strongest force on any atom in hartree/bohr: 0.007
SMILES: FCC[C@@H](OCS)[C@H](S)NS.CCOC(=O)C(F)(F)F.CCOC(=O)C(F)(F)F.CCOC(=O)C(F)(F)F.CCOC(=O)C(F)(F)F
E in a.u.: -4044.16511
Net charge: 0

The geometry in XYZ format:
```
79
Properties=species:S:1:pos:R:3:forces:R:3:lowdin_charge:R:1
F 1.8168 2.1023 2.5109 -0.1 -0.2 0.0 -0.06
C 1.1491 0.8769 2.3685 0.1 0.1 0.0 -0.19
C -0.1521 1.0807 1.6260 0.0 0.0 0.0 -0.12
C -1.0454 2.1598 2.2458 0.0 -0.1 0.0 -0.40
O -1.1932 3.1690 1.2584 0.1 0.0 -0.1 -0.15
C -2.0251 4.2519 1.5562 0.0 0.0 0.0 -0.56
S -1.5726 5.2627 3.0039 0.1 -0.1 0.0 0.75
C -2.4000 1.6297 2.7320 0.0 0.1 -0.2 -0.73
S -2.1531 0.4558 4.1359 0.0 0.0 0.0 0.77
N -3.1505 1.0273 1.6510 -0.1 -0.2 0.3 -0.44
S -4.8287 0.8283 1.9753 0.1 0.0 -0.1 0.75
H 1.8126 0.2076 1.8210 0.0 0.0 0.0 0.11
H 0.9832 0.4764 3.3700 0.0 0.1 0.0 0.11
H -0.6550 0.1122 1.5978 0.0 0.0 0.0 0.09
H 0.0481 1.3667 0.5943 0.0 0.0 0.0 0.13
H -0.5315 2.5808 3.1159 0.0 0.1 0.0 0.12
H -3.0718 3.9517 1.6247 0.0 0.0 0.1 0.08
H -1.9175 4.9449 0.7248 -0.1 0.0 -0.1 0.08
H -1.7970 4.3313 3.9427 -0.1 0.1 0.0 -0.16
H -3.0093 2.4438 3.1186 0.0 0.0 0.0 0.07
H -2.1140 1.3777 5.1086 0.0 0.0 0.0 -0.13
H -2.7669 0.1270 1.3904 0.1 0.1 -0.1 0.05
H -5.2531 1.5034 0.8972 -0.1 0.0 0.0 -0.15
C 4.0311 -4.1092 -1.1461 -0.1 0.0 0.0 -0.05
C 3.2210 -4.9672 -0.2026 0.1 0.0 0.0 -0.17
O 2.1773 -4.1798 0.4356 0.0 0.0 0.0 0.04
C 1.1093 -3.9265 -0.2894 0.0 0.1 0.0 -0.41
O 0.8621 -4.3030 -1.3975 0.0 0.0 0.0 0.16
C 0.1465 -3.0133 0.5074 0.0 -0.1 0.0 -0.54
F 0.8120 -2.0154 1.1035 0.0 0.0 0.0 0.16
F -0.4877 -3.7134 1.4547 0.0 0.0 0.0 0.17
F -0.7660 -2.4768 -0.2995 0.0 0.0 0.0 0.16
H 4.4167 -3.2351 -0.6233 0.0 0.0 0.0 0.07
H 4.8731 -4.6854 -1.5297 0.0 0.0 0.0 0.09
H 3.4304 -3.7832 -1.9947 0.0 0.0 0.0 0.07
H 3.8145 -5.3282 0.6332 0.0 0.0 0.0 0.13
H 2.7586 -5.8134 -0.7090 0.0 0.0 0.0 0.13
C -10.2979 4.0228 -2.2402 0.0 0.0 0.0 -0.06
C -10.0625 2.5591 -1.9498 0.0 0.0 0.0 -0.19
O -9.1128 2.3906 -0.8652 0.0 0.0 0.0 0.03
C -9.6025 2.5127 0.3565 0.0 0.0 0.1 -0.40
O -10.7328 2.7372 0.6732 0.0 0.0 0.0 0.17
C -8.4788 2.2776 1.3951 -0.1 0.0 -0.1 -0.55
F -7.3668 2.9494 1.0731 0.0 0.0 0.0 0.14
F -8.1749 0.9704 1.4391 0.0 0.0 0.0 0.15
F -8.8688 2.6606 2.6016 0.0 0.0 0.0 0.18
H -9.3573 4.5251 -2.4651 0.0 0.0 0.0 0.08
H -10.9549 4.1179 -3.1050 0.0 0.0 0.0 0.08
H -10.7720 4.5173 -1.3939 0.0 0.0 0.0 0.08
H -9.5960 2.0485 -2.7883 0.0 0.0 0.0 0.13
H -10.9846 2.0454 -1.6822 0.0 0.0 0.0 0.12
C 7.0068 -0.5859 4.2318 0.0 0.0 0.0 -0.06
C 7.1057 0.3459 3.0472 0.0 0.1 0.0 -0.18
O 7.6784 -0.3331 1.8975 0.0 0.0 0.0 0.04
C 6.8480 -1.0767 1.1927 0.0 0.0 -0.1 -0.41
O 5.6814 -1.2599 1.3870 0.0 0.0 0.0 0.16
C 7.5841 -1.6962 -0.0210 -0.1 0.1 0.1 -0.55
F 8.7534 -2.2379 0.3251 0.0 0.0 0.0 0.17
F 7.8131 -0.7527 -0.9422 0.0 0.0 0.0 0.17
F 6.8228 -2.6403 -0.5668 0.1 0.0 -0.1 0.16
H 7.9837 -1.0039 4.4739 0.0 0.0 0.0 0.08
H 6.6451 -0.0304 5.0974 0.0 0.0 0.0 0.08
H 6.3107 -1.3990 4.0320 0.0 0.0 0.0 0.08
H 7.7913 1.1683 3.2330 0.0 0.0 0.0 0.13
H 6.1333 0.7443 2.7614 0.0 0.0 0.0 0.13
C 1.4513 -1.2551 -3.3030 0.0 0.0 0.1 -0.05
C 1.3329 -1.8226 -4.6964 0.0 -0.1 0.0 -0.18
O 2.3329 -1.2478 -5.5780 0.0 0.0 0.0 0.04
C 3.5441 -1.7662 -5.4858 0.0 0.0 0.0 -0.40
O 3.9096 -2.6509 -4.7686 0.0 0.0 0.0 0.16
C 4.4871 -1.0804 -6.5039 0.0 0.0 0.0 -0.55
F 4.3541 0.2486 -6.4807 0.0 0.0 0.0 0.17
F 4.1987 -1.5065 -7.7422 0.0 0.0 0.0 0.16
F 5.7527 -1.3814 -6.2417 0.0 0.0 0.0 0.17
H 1.3658 -0.1685 -3.3108 0.0 0.0 0.0 0.09
H 0.6560 -1.6649 -2.6791 0.0 0.0 0.0 0.07
H 2.4078 -1.5282 -2.8582 0.0 0.0 0.0 0.07
H 0.3856 -1.5670 -5.1638 0.0 0.0 0.0 0.13
H 1.4542 -2.9049 -4.6983 0.0 0.0 0.0 0.13
```
Forces are in eV/Å.

***

The following is a DFT calculation (ωB97M-V/def2-TZVPD) of C13H15ClN2O4 in the gas phase.

Output
Kohn-Sham gap in eV: 9.3
Strongest force on any atom in hartree/bohr: 0.015
SMILES: O=C(COc1ccccc1Cl)NNC(=O)[C@@H]1CCCO1
E in a.u.: -1375.03245
Net charge: 0
Energy relative to the best compared isomer or geometry (same formula, charge and spin) in kcal per mole: 30.3

The geometry in XYZ format:
```
35
Properties=species:S:1:pos:R:3:forces:R:3:nbo_charge:R:1
O 0.1558 0.1888 0.2527 0.0 0.0 0.2 -0.58
C 0.1669 -0.6047 -0.6546 0.0 0.0 -0.1 0.64
C -0.9674 -1.5840 -0.9664 0.0 0.0 0.1 -0.17
O -2.1138 -1.3374 -0.2039 0.0 0.2 0.0 -0.47
C -2.7793 -0.1608 -0.3725 -0.2 0.1 0.1 0.28
C -2.4974 0.7968 -1.3384 0.1 -0.2 0.0 -0.24
C -3.2614 1.9492 -1.4263 0.0 0.0 0.0 -0.21
C -4.3163 2.1636 -0.5601 0.0 0.1 0.0 -0.23
C -4.6143 1.2167 0.4062 0.1 -0.1 -0.1 -0.21
C -3.8534 0.0679 0.4961 0.2 -0.1 -0.1 -0.09
Cl -4.2158 -1.1209 1.6902 -0.1 -0.1 0.2 0.02
N 1.1848 -0.6609 -1.5717 0.7 0.0 -0.2 -0.46
N 2.3745 0.0107 -1.2801 -0.7 0.3 -0.1 -0.46
C 3.4341 -0.6626 -0.7623 0.0 0.2 0.0 0.64
O 3.5174 -1.8708 -0.7769 0.0 -0.2 0.0 -0.62
C 4.5278 0.2754 -0.2381 0.3 -0.4 0.0 0.00
C 5.1359 -0.2864 1.0644 -0.1 -0.1 -0.1 -0.43
C 4.6980 0.7219 2.1350 -0.1 0.2 -0.2 -0.43
C 3.6123 1.5306 1.4210 -0.1 0.0 0.5 -0.08
O 4.0061 1.5551 0.0580 0.1 0.1 -0.3 -0.53
H -1.1847 -1.5800 -2.0439 0.1 0.0 0.1 0.20
H -0.6445 -2.5887 -0.6741 0.0 0.1 -0.1 0.23
H -1.6741 0.6598 -2.0221 0.1 0.0 -0.1 0.21
H -3.0216 2.6823 -2.1812 0.0 0.1 -0.1 0.22
H -4.9069 3.0635 -0.6301 -0.1 0.1 0.0 0.22
H -5.4326 1.3636 1.0930 -0.1 0.0 0.1 0.23
H 1.3349 -1.5014 -2.1161 -0.1 0.1 0.1 0.41
H 2.2781 0.9973 -1.0634 0.0 -0.3 -0.1 0.43
H 5.2703 0.3976 -1.0338 -0.1 -0.1 0.1 0.22
H 4.7375 -1.2833 1.2498 0.1 0.0 0.0 0.24
H 6.2188 -0.3583 0.9961 0.0 0.0 0.0 0.22
H 5.5283 1.3733 2.4064 0.0 0.0 0.0 0.21
H 4.3191 0.2417 3.0334 0.0 0.0 0.1 0.22
H 2.6321 1.0453 1.5252 0.0 0.1 0.0 0.18
H 3.5394 2.5641 1.7580 -0.1 -0.1 0.0 0.20
```
Forces are in eV/Å.

***

The following is a DFT calculation (ωB97M-V/def2-TZVPD) of a molecular structure, C4H12N3.

Output
Kohn-Sham gap in eV: 9.1
Strongest force on any atom in hartree/bohr: 0.089
E in a.u.: -323.49995
Net charge: +1
Energy relative to the best compared isomer or geometry (same formula, charge and spin) in kcal per mole: 111.9

The geometry in XYZ format:
```
19
Properties=species:S:1:pos:R:3:forces:R:3:nbo_charge:R:1
C 1.1189 -0.3451 2.9697 -3.5 -1.2 -2.4 -0.22
C -0.2051 -0.6730 2.7530 1.2 0.8 2.6 -0.36
C 0.3049 2.3516 0.2749 2.4 -0.7 0.7 -0.87
C -0.7359 -1.1869 1.5877 0.8 0.3 -2.2 0.43
N -1.4704 -1.6048 -0.6545 -1.0 -0.4 -2.9 -0.63
N -1.0130 -1.3421 0.4789 -0.4 -0.4 2.0 0.00
N -0.1515 -1.3407 -2.8438 2.6 3.0 2.3 -1.00
H 1.2340 0.0957 3.8821 1.0 1.2 2.2 0.22
H 1.8902 -0.3748 2.2113 0.0 -0.3 0.2 0.22
H -1.0167 -0.4595 3.5054 1.3 -0.3 -0.5 0.27
H 1.0410 2.0992 -0.5640 -1.2 0.3 1.1 0.21
H -0.5874 2.8318 -0.0921 -0.4 -0.3 0.0 0.23
H 0.8374 3.0660 0.9386 -0.3 -0.1 -0.6 0.23
H -0.8919 -1.3734 -1.6845 0.2 -0.7 0.9 0.42
H -2.2470 -2.2706 -0.7373 0.4 0.4 0.7 0.41
H -0.7373 -1.3736 -3.6031 -1.4 -0.6 -2.5 0.40
H 0.1901 -0.3225 -2.8208 -0.4 -1.9 -0.1 0.41
H 0.2091 1.4630 0.9684 -0.5 0.8 -1.2 0.19
H 0.6873 -1.9287 -2.9067 -0.7 0.1 -0.2 0.42
```
Forces are in eV/Å.

***

The following is a DFT calculation (ωB97M-V/def2-TZVPD) of a gas-phase ion, C5H11ClN4O (charge +2).

Output
Kohn-Sham gap in eV: 10.9
Strongest force on any atom in hartree/bohr: 0.101
SMILES: CO/C(C)=N/C(=[NH2+])NC(=[NH2+])Cl
E in a.u.: -950.91950
Net charge: +2
Energy relative to the best compared isomer or geometry (same formula, charge and spin) in kcal per mole: 3.4

The geometry in XYZ format:
```
22
Properties=species:S:1:pos:R:3:forces:R:3:nbo_charge:R:1
C -0.6317 -1.5916 2.1676 0.3 -1.6 1.2 -0.31
O -1.5082 -1.3366 1.0567 0.3 -1.0 0.9 -0.38
C -1.1051 -0.8200 -0.0101 0.4 2.4 -1.8 0.74
C -2.2539 -0.4797 -0.9107 1.9 -0.1 -3.3 -0.69
N 0.1238 -0.3362 -0.2577 -4.2 -1.6 2.6 -0.60
C 1.1811 -0.1796 -0.8844 0.3 2.2 0.8 0.68
N 1.7501 -1.0537 -1.6521 0.9 0.2 -0.7 -0.72
N 1.8256 1.0960 -0.6199 0.7 -1.6 -0.5 -0.58
C 1.3161 2.0971 0.1045 1.1 2.3 -0.6 0.56
N 0.1003 2.2404 0.5734 1.8 -0.6 -0.7 -0.68
Cl 2.3979 3.5322 0.2452 -1.5 -2.1 0.0 0.17
H -0.2401 -0.6110 2.4735 0.7 -0.7 -0.2 0.21
H 0.0015 -2.5421 2.0040 -0.4 2.1 -0.1 0.25
H -1.2940 -1.9128 2.9732 -0.1 0.2 -0.2 0.25
H -3.2015 -0.6118 -0.4156 -0.2 -0.4 -0.1 0.29
H -2.0250 -1.2758 -1.8277 -1.3 2.2 1.9 0.29
H -2.1862 0.6204 -1.3103 0.0 -2.2 0.5 0.26
H 2.4536 -0.7528 -2.2937 0.5 -0.3 -0.5 0.44
H 1.2596 -1.9126 -1.7831 0.1 -0.6 -0.4 0.45
H 2.8189 1.1120 -0.8921 -0.6 0.6 0.4 0.47
H -0.6122 1.5696 0.4313 -0.5 -0.7 -0.1 0.44
H -0.1704 3.1486 0.8279 -0.4 1.4 0.7 0.46
```
Forces are in eV/Å.

***

The following is a DFT calculation (ωB97M-V/def2-TZVPD) of C6H12O in the gas phase.

Output
Kohn-Sham gap in eV: 11.1
Strongest force on any atom in hartree/bohr: 0.007
SMILES: C[C@@H]1C[C@@H]1[C@@H](C)O
E in a.u.: -311.02287
Net charge: 0
Energy relative to the best compared isomer or geometry (same formula, charge and spin) in kcal per mole: 22.8

The geometry in XYZ format:
```
19
Properties=species:S:1:pos:R:3:forces:R:3:nbo_charge:R:1
C 1.0724 0.1482 1.9192 0.0 0.0 0.0 -0.61
C 0.5081 -0.9762 1.0708 0.0 0.0 0.2 -0.23
C 1.0801 -1.2531 -0.2916 0.2 -0.1 -0.1 -0.42
C -0.3128 -0.7049 -0.1672 -0.2 0.0 0.0 -0.25
C -0.6476 0.7118 -0.5753 0.3 -0.1 -0.2 0.10
C -1.0124 0.8300 -2.0445 0.0 0.0 -0.1 -0.61
O -1.7699 1.1804 0.1617 0.0 0.0 0.3 -0.72
H 1.6664 0.8453 1.3191 -0.1 -0.1 0.1 0.21
H 1.7291 -0.2514 2.6982 -0.1 0.0 -0.1 0.22
H 0.2872 0.7294 2.4195 0.1 -0.1 0.0 0.20
H 0.2012 -1.8540 1.6374 0.0 0.2 -0.1 0.21
H 1.8541 -0.5757 -0.6488 -0.1 -0.1 0.1 0.21
H 1.2111 -2.2824 -0.6126 -0.1 0.2 0.0 0.22
H -1.1301 -1.4009 -0.3565 0.1 0.1 0.0 0.22
H 0.2258 1.3568 -0.3792 -0.1 -0.1 0.0 0.15
H -0.1702 0.5293 -2.6761 -0.1 0.0 0.1 0.21
H -1.2831 1.8636 -2.2824 0.1 -0.1 0.0 0.22
H -1.8721 0.1908 -2.2720 0.1 0.1 0.0 0.21
H -1.6373 0.9130 1.0802 -0.1 0.1 -0.1 0.47
```
Forces are in eV/Å.

***

The following is a DFT calculation (ωB97M-V/def2-TZVPD) of a molecular structure, C16H14FMoN2O5S3.

Output
Kohn-Sham gap in eV: 4.9
Strongest force on any atom in hartree/bohr: 0.040
E in a.u.: -2466.19793
Net charge: +1
Energy relative to the best compared isomer or geometry (same formula, charge and spin) in kcal per mole: 24.3

The geometry in XYZ format:
```
42
Properties=species:S:1:pos:R:3:forces:R:3:nbo_charge:R:1
Mo -0.3441 2.0877 -1.8336 -1.6 0.7 1.0 1.79
C 1.8646 -0.7814 0.7933 0.1 0.1 0.0 -0.70
C 1.4111 -0.0935 -0.4512 0.0 -0.2 -0.1 0.47
N 0.6840 0.9848 -0.3629 0.1 0.1 0.2 -0.35
N 0.3330 1.3946 0.9146 -0.4 0.2 -0.1 -0.26
C -0.9060 1.7562 1.0255 0.3 -0.1 -0.1 -0.04
S -2.0687 1.5828 -0.3607 0.5 0.0 0.1 0.15
S -1.4123 2.4899 2.5112 -0.1 -0.1 0.1 0.38
C -2.8402 1.4082 2.9348 0.1 0.0 -0.1 -0.55
C -2.4092 0.0251 3.3466 0.2 0.1 -0.2 0.02
C -2.5453 -1.0483 2.4706 0.0 0.0 0.1 -0.26
C -2.0790 -2.3104 2.8224 0.0 0.0 0.0 -0.20
C -1.4675 -2.5045 4.0508 0.0 0.0 0.1 -0.21
C -1.3296 -1.4359 4.9316 0.0 0.0 0.0 -0.19
C -1.7960 -0.1797 4.5800 0.0 0.0 0.0 -0.23
C 1.6895 -0.6601 -1.7680 0.1 0.1 0.3 -0.21
C 2.7358 -1.5638 -1.9495 0.1 -0.1 0.0 -0.12
C 2.9733 -2.1226 -3.1894 0.0 0.0 -0.1 -0.19
C 2.1546 -1.8031 -4.2667 0.0 -0.1 -0.1 -0.13
C 1.0912 -0.9290 -4.1142 -0.1 -0.1 -0.2 -0.23
C 0.8841 -0.3716 -2.8759 -0.3 0.5 0.3 0.38
O -0.1322 0.5290 -2.7048 0.3 -0.9 -0.6 -0.52
H 1.0633 -0.8111 1.5272 -0.1 0.0 0.0 0.28
H 2.6763 -0.2010 1.2429 0.0 0.0 0.0 0.28
H 2.2047 -1.7888 0.5882 0.0 0.0 0.0 0.25
H -3.5317 1.3926 2.0912 0.0 0.0 0.1 0.24
H -3.3074 1.9593 3.7500 -0.1 0.0 0.0 0.26
H -3.0385 -0.9075 1.5169 0.0 0.0 -0.1 0.21
H -2.2112 -3.1436 2.1432 0.0 0.0 0.0 0.22
H -1.1090 -3.4871 4.3296 0.0 0.0 0.0 0.23
H -0.8580 -1.5839 5.8949 0.0 0.0 0.0 0.23
H -1.6766 0.6529 5.2659 0.0 0.0 0.0 0.22
H 3.3887 -1.8019 -1.1226 0.0 0.0 0.0 0.23
H 3.8015 -2.8050 -3.3214 0.0 0.0 0.0 0.24
H 2.3495 -2.2329 -5.2399 0.0 0.0 0.0 0.24
H 0.4488 -0.6482 -4.9374 0.0 0.0 0.0 0.26
O 0.7595 2.1300 -5.0452 0.0 0.2 0.2 -0.88
S 0.7723 3.1349 -4.0391 0.8 -0.1 -0.4 2.52
O 1.0418 4.4857 -4.3300 -0.1 -0.1 0.1 -0.83
O 1.4395 2.6344 -2.7385 0.0 0.0 -0.4 -0.89
O -0.7567 3.0434 -3.3193 0.0 -0.1 -0.3 -0.70
F 0.0520 3.5233 -0.7609 0.3 -0.2 0.1 -0.43
```
Forces are in eV/Å.

***

The following is a DFT calculation (ωB97M-V/def2-TZVPD) of C4H7NOS2 in the gas phase.

Output
Kohn-Sham gap in eV: 8.5
Strongest force on any atom in hartree/bohr: 0.058
SMILES: C=C(CO)C(=S)NS
E in a.u.: -1082.92014
Net charge: 0
Energy relative to the best compared isomer or geometry (same formula, charge and spin) in kcal per mole: 46.9

The geometry in XYZ format:
```
15
Properties=species:S:1:pos:R:3:forces:R:3:nbo_charge:R:1
C 1.2015 0.8075 0.0546 -0.9 -0.8 -0.7 -0.33
C 0.2641 -0.1148 -0.2565 2.3 0.8 0.6 -0.14
C 0.0649 -0.2855 -1.7044 -2.5 -1.3 -0.9 -0.10
O 0.5168 0.7870 -2.4906 -0.1 -0.2 -0.2 -0.70
C -0.2895 -1.1141 0.6912 -0.1 0.3 -0.2 0.08
S -0.5226 -2.6896 0.2577 0.2 0.7 0.5 -0.06
N -0.6039 -0.5971 1.9423 0.2 0.5 -0.9 -0.74
S -1.5692 0.8049 2.0813 -0.2 0.3 -0.2 0.19
H 1.5708 0.8442 1.0489 0.3 0.6 0.7 0.20
H 1.6033 1.3885 -0.8033 0.0 -0.4 1.2 0.23
H -1.0572 -0.4761 -1.7954 1.1 0.2 -0.6 0.17
H 0.5566 -1.2127 -2.0481 -0.2 0.5 0.1 0.22
H -0.0611 1.5405 -2.3368 0.0 0.0 0.0 0.47
H -0.9565 -1.2482 2.5893 -0.2 -1.4 0.6 0.40
H -0.7179 1.5656 2.7697 0.2 0.2 0.1 0.11
```
Forces are in eV/Å.

***

The following is a DFT calculation (ωB97M-V/def2-TZVPD) of C5H7IN4 in the gas phase.

Output
Kohn-Sham gap in eV: 9.7
Strongest force on any atom in hartree/bohr: 0.086
SMILES: [H]/N=N/C[C@@H](C#N)/C(I)=N/C
E in a.u.: -711.28823
Net charge: 0
Energy relative to the best compared isomer or geometry (same formula, charge and spin) in kcal per mole: 49.2

The geometry in XYZ format:
```
17
Properties=species:S:1:pos:R:3:forces:R:3:nbo_charge:R:1
H 0.6475 -2.8786 0.0697 0.2 2.0 1.0 0.33
N 0.7958 -1.8090 0.2899 0.3 -3.0 -1.3 -0.33
N 1.3617 -1.4210 -0.7362 -0.4 -0.7 0.7 -0.11
C 1.6287 -0.0201 -0.7856 2.9 0.8 0.0 -0.29
C 1.2124 0.8614 0.4052 -2.6 -2.9 0.8 -0.37
C 1.1203 2.2373 0.0976 -0.1 0.7 -0.2 0.26
N 1.0780 3.3641 -0.1005 -0.1 0.5 -0.2 -0.29
C -0.5019 0.2324 0.6875 3.9 1.8 0.9 0.24
I -0.8071 -0.0507 2.7383 -0.4 0.0 0.5 0.11
N -1.2363 0.0708 -0.2612 1.0 1.6 -0.4 -0.51
C -2.5749 -0.3295 -0.2329 -1.1 -1.5 -1.8 -0.46
H 2.8283 -0.0123 -0.7353 -2.5 0.3 -1.0 0.24
H 1.1617 0.2436 -1.7666 0.9 0.5 0.8 0.26
H 1.8800 0.7552 1.3256 -1.2 -0.3 -1.1 0.27
H -2.7281 -1.0395 0.6964 -0.5 1.3 -2.0 0.21
H -2.6199 -0.7676 -1.3241 -0.9 -0.3 2.4 0.22
H -3.2461 0.5638 -0.3680 0.5 -0.8 0.9 0.23
```
Forces are in eV/Å.

***

Number 1: E_HOMO -9.3 eV. Number 2: E_HOMO -8.6 eV. Number 3: E_HOMO -13.2 eV. Number 4: E_HOMO -19.0 eV. Number 5: E_HOMO -10.1 eV. Number 6: E_HOMO -12.0 eV. Number 7: E_HOMO -8.9 eV. Number 8: E_HOMO -9.4 eV.